1.
64
Properties=species:S:1:pos:R:3 method="wB97M-V/def2-TZVPD" s_squared=6.047 multiplicity=5 total_charge=+2 energy_ha=-2528.40956 e_homo_ev="-13.6 / -13.6" e_lumo_ev="-5.397 / -8.607" orbital_gap_ev="8.213 / 5.014"
Pt -0.382 0.398 -1.451
C -3.073 -0.485 5.416
C -4.118 -0.739 4.339
C -5.470 -0.105 4.619
C -5.358 1.412 4.652
C -4.679 1.921 3.409
C -4.873 3.209 2.973
C -4.260 3.666 1.804
F -4.483 4.925 1.432
C -3.461 2.870 1.038
C -3.247 1.546 1.456
C -2.421 0.664 0.671
O -1.913 1.185 -0.417
C -2.250 -0.650 1.100
C -2.866 -1.029 2.289
N -3.606 -0.231 3.030
C -3.844 1.080 2.640
C -1.533 -1.775 0.394
O -1.649 -2.902 0.817
O -0.840 -1.526 -0.693
H -3.446 -0.841 6.376
H -2.841 0.576 5.510
H -2.148 -1.017 5.194
H -4.246 -1.812 4.197
H -5.842 -0.487 5.569
H -6.179 -0.411 3.847
H -4.797 1.735 5.532
H -6.345 1.865 4.733
H -5.515 3.886 3.523
H -3.013 3.244 0.131
H -2.734 -2.048 2.631
C 11.062 0.899 -1.644
C 9.620 0.658 -1.942
O 9.135 0.137 -2.885
S 8.585 1.338 -0.514
C 6.933 1.081 -0.839
C 6.374 0.478 -2.000
C 5.022 0.351 -2.105
C 4.162 0.812 -1.071
C 4.721 1.413 0.088
C 6.069 1.544 0.199
C 2.777 0.678 -1.197
C 1.562 0.563 -1.299
H 11.662 0.489 -2.452
H 11.330 0.426 -0.697
H 11.243 1.971 -1.546
H 7.017 0.124 -2.788
H 4.586 -0.103 -2.983
H 4.065 1.764 0.871
H 6.502 2.003 1.079
O -1.207 -0.346 -3.204
S -2.098 -1.650 -3.169
C -0.918 -3.022 -3.329
C -1.022 -3.553 -4.760
C -1.448 -2.382 -5.642
C -2.604 -1.729 -4.897
H -1.137 -3.743 -2.543
H 0.044 -2.559 -3.109
H -1.768 -4.347 -4.809
H -0.070 -3.981 -5.071
H -1.762 -2.703 -6.633
H -0.633 -1.666 -5.762
H -3.502 -2.351 -4.905
H -2.869 -0.717 -5.201

2.
67
Properties=species:S:1:pos:R:3 method="wB97M-V/def2-TZVPD" s_squared=0.797 multiplicity=2 total_charge=+2 energy_ha=-2209.36755 e_homo_ev="-13.9 / -14.0" e_lumo_ev="-6.385 / -7.414" orbital_gap_ev="7.509 / 6.621"
Ir 0.584 0.179 0.167
N 0.685 2.121 1.092
C -0.001 2.407 2.376
C -1.488 2.065 2.298
C -1.690 0.585 2.235
O -1.999 -0.132 3.127
O -1.419 0.024 0.961
H 1.653 2.422 1.164
H 0.308 2.752 0.385
H 0.120 3.465 2.608
H 0.474 1.834 3.171
H -1.950 2.555 1.438
H -1.983 2.400 3.207
O -0.173 -4.866 -4.159
C -1.125 -4.456 -3.202
C -0.408 -3.599 -2.187
C -0.834 -3.521 -0.893
C 0.046 -2.728 0.026
N 0.528 -1.573 -0.688
C 1.124 -1.753 -1.842
C 0.728 -2.848 -2.619
C 2.152 -0.712 -2.058
C 3.033 -0.686 -3.113
C 4.085 0.228 -3.101
C 5.068 0.285 -4.234
O 4.668 -0.634 -5.219
C 4.206 1.075 -2.009
C 3.273 1.021 -0.993
N 2.262 0.153 -1.005
H -0.600 -5.407 -4.831
H -1.593 -5.307 -2.701
H -1.917 -3.851 -3.658
H -1.649 -4.128 -0.522
H 0.927 -3.371 0.200
H 1.173 -3.064 -3.579
H 2.927 -1.373 -3.940
H 6.064 0.055 -3.838
H 5.095 1.312 -4.617
H 5.310 -0.643 -5.936
H 5.008 1.798 -1.947
H 3.326 1.696 -0.153
I 2.844 -0.021 3.400
C 1.286 -1.332 2.988
C 0.816 -2.189 3.998
C -0.252 -3.004 3.733
C -0.747 -3.065 2.417
C -0.243 -2.230 1.455
N 0.754 -1.305 1.786
H 1.280 -2.163 4.974
H -0.674 -3.630 4.507
H -1.531 -3.765 2.157
H -1.496 -0.946 1.093
O 1.121 3.053 -1.508
C 0.252 2.348 -1.989
N -0.166 1.144 -1.439
C -1.176 0.572 -2.227
O -1.691 -0.502 -2.013
C -1.437 1.520 -3.346
C -2.346 1.456 -4.379
C -2.347 2.514 -5.287
C -1.467 3.584 -5.151
C -0.553 3.639 -4.101
C -0.561 2.587 -3.210
H -3.032 0.626 -4.476
H -3.046 2.507 -6.112
H -1.498 4.388 -5.874
H 0.130 4.470 -3.986